#i
{
  "formula": "C52H42KN4OP2S2Si",
  "method": "ωB97M-V with the def2-TZVPD basis set",
  "charge": -2,
  "e_homo_ha": [0.013, -0.037],
  "multiplicity": 2,
  "symbols": ["K", "C", "Si", "C", "C", "C", "C", "C", "C", "P", "C", "C", "C", "C", "C", "C", "C", "C", "C", "C", "C", "C", "C", "C", "C", "C", "C", "C", "P", "C", "C", "C", "C", "C", "C", "C", "C", "C", "C", "C", "C", "H", "H", "H", "H", "H", "H", "H", "H", "H", "H", "H", "H", "H", "H", "H", "H", "H", "H", "H", "H", "H", "H", "H", "H", "H", "H", "H", "H", "H", "H", "H", "N", "C", "C", "C", "C", "C", "C", "N", "C", "C", "C", "S", "C", "N", "H", "H", "H", "H", "H", "H", "H", "O", "N", "C", "C", "C", "C", "C", "S", "H", "H", "H", "H"],
  "coordinates": [[-0.2961, -0.8556, -1.1987], [1.6961, -2.4258, 1.2119], [1.3759, -0.5529, 1.5603], [3.1895, 0.0699, 1.8599], [4.0529, -0.6677, 2.6884], [5.3732, -0.3125, 2.8903], [5.8871, 0.8174, 2.2595], [5.0583, 1.5760, 1.4563], [3.7171, 1.2198, 1.2575], [2.6251, 2.2992, 0.2167], [3.1545, 3.9460, 0.8755], [4.1752, 4.7499, 0.3668], [4.4626, 5.9857, 0.9328], [3.7342, 6.4437, 2.0221], [2.7090, 5.6595, 2.5342], [2.4178, 4.4312, 1.9589], [3.4937, 2.2658, -1.3935], [3.2143, 3.2800, -2.3145], [3.6920, 3.2193, -3.6124], [4.4407, 2.1236, -4.0276], [4.7119, 1.1057, -3.1289], [4.2526, 1.1817, -1.8192], [0.6623, -0.5685, 3.3578], [0.7835, -1.6200, 4.2676], [0.1173, -1.6181, 5.4891], [-0.6902, -0.5425, 5.8290], [-0.8393, 0.5131, 4.9353], [-0.1863, 0.4930, 3.7067], [-0.3902, 1.8030, 2.4133], [-1.1810, 3.1311, 3.4125], [-0.3978, 3.7053, 4.4214], [-0.8365, 4.8065, 5.1371], [-2.0699, 5.3804, 4.8484], [-2.8521, 4.8328, 3.8436], [-2.4160, 3.7175, 3.1358], [-1.8258, 1.1801, 1.4548], [-1.9057, 1.4073, 0.0799], [-3.0375, 1.0318, -0.6321], [-4.0933, 0.3967, 0.0096], [-4.0109, 0.1350, 1.3675], [-2.8872, 0.5312, 2.0816], [2.3418, -2.9486, 1.9316], [0.7418, -2.9630, 1.1763], [2.1670, -2.5327, 0.2288], [3.6704, -1.5527, 3.1883], [6.0054, -0.9137, 3.5361], [6.9234, 1.1060, 2.3980], [5.4502, 2.4611, 0.9689], [4.7487, 4.4051, -0.4864], [5.2601, 6.5917, 0.5174], [3.9540, 7.4104, 2.4603], [2.1175, 6.0083, 3.3735], [1.5931, 3.8383, 2.3400], [2.5953, 4.1197, -2.0126], [3.4429, 4.0079, -4.3131], [4.7756, 2.0510, -5.0552], [5.2515, 0.2238, -3.4495], [4.4516, 0.3619, -1.1404], [1.4054, -2.4710, 4.0062], [0.2236, -2.4560, 6.1701], [-1.2228, -0.5291, 6.7733], [-1.4909, 1.3401, 5.1980], [0.5744, 3.2758, 4.6463], [-0.2093, 5.2217, 5.9178], [-2.4135, 6.2461, 5.4022], [-3.8149, 5.2700, 3.6050], [-3.0451, 3.3003, 2.3593], [-1.0707, 1.8483, -0.4578], [-3.0781, 1.1820, -1.7049], [-4.9501, 0.0658, -0.5651], [-4.8004, -0.4087, 1.8732], [-2.8281, 0.3078, 3.1400], [-4.3047, -3.3531, -0.6512], [-4.0510, -3.5314, 0.6926], [-4.7619, -4.1330, 1.7128], [-4.2070, -4.0979, 2.9974], [-2.9816, -3.4727, 3.2238], [-2.2675, -2.8680, 2.1938], [-2.8020, -2.8967, 0.9037], [-2.3224, -2.3525, -0.2527], [-3.2438, -2.6221, -1.1996], [-3.2616, -2.2535, -2.5550], [-4.2571, -2.5654, -3.5122], [-3.8148, -1.9085, -5.0562], [-2.3789, -1.2543, -4.3317], [-2.2216, -1.4934, -3.0793], [-5.1064, -3.6688, -1.1623], [-5.7200, -4.6084, 1.5311], [-4.7387, -4.5570, 3.8227], [-2.5728, -3.4433, 4.2278], [-1.3311, -2.3597, 2.3907], [-5.1449, -3.1642, -3.3979], [-1.6528, -0.6965, -4.9107], [0.9603, 0.7094, -2.3855], [0.8515, 1.0537, -3.6333], [0.2970, 2.2562, -3.9114], [0.1435, 2.7269, -5.1918], [0.5863, 1.9184, -6.2402], [1.1402, 0.6943, -5.9519], [1.2875, 0.1986, -4.6357], [1.9317, -1.3226, -4.2669], [0.0107, 2.7915, -3.0177], [-0.3112, 3.6950, -5.3487], [0.4935, 2.2400, -7.2708], [1.4838, 0.0418, -6.7423]],
  "lowdin_charge": [0.5829, -0.2728, 0.5940, -0.2934, -0.1108, -0.1094, -0.1100, -0.1085, -0.3797, 1.0853, -0.3611, -0.1122, -0.1048, -0.1183, -0.0960, -0.1005, -0.3914, -0.1384, -0.1053, -0.1048, -0.0941, -0.0801, -0.3228, -0.1140, -0.1112, -0.1096, -0.1159, -0.3859, 1.0435, -0.3775, -0.1377, -0.1079, -0.1215, -0.1037, -0.0818, -0.3870, -0.1445, -0.0977, -0.0919, -0.0829, -0.0924, -0.0018, 0.0042, 0.0151, 0.0822, 0.0881, 0.0880, 0.0921, 0.0958, 0.0910, 0.0874, 0.0924, 0.0451, 0.1047, 0.0945, 0.0937, 0.0970, 0.1072, 0.0854, 0.0886, 0.0873, 0.0949, 0.1077, 0.0930, 0.0867, 0.0925, 0.0970, 0.0918, 0.1050, 0.1026, 0.1049, 0.1020, 0.1446, -0.2160, -0.0662, -0.1495, -0.1236, -0.0259, -0.2596, 0.0777, -0.3070, -0.3754, -0.4353, 0.8592, -0.4959, -0.0216, 0.1268, 0.0879, 0.0749, 0.0849, 0.0879, 0.0175, 0.0647, -0.3571, -0.2279, -0.0594, -0.1053, -0.1226, -0.1369, -0.7722, 0.5020, 0.1267, 0.0869, 0.0878, 0.0837]
}

***

#ii
{
  "formula": "C52H42KN4OP2S2Si",
  "method": "ωB97M-V with the def2-TZVPD basis set",
  "charge": -2,
  "e_homo_ha": [0.019, -0.032],
  "multiplicity": 2,
  "symbols": ["K", "C", "Si", "C", "C", "C", "C", "C", "C", "P", "C", "C", "C", "C", "C", "C", "C", "C", "C", "C", "C", "C", "C", "C", "C", "C", "C", "C", "P", "C", "C", "C", "C", "C", "C", "C", "C", "C", "C", "C", "C", "H", "H", "H", "H", "H", "H", "H", "H", "H", "H", "H", "H", "H", "H", "H", "H", "H", "H", "H", "H", "H", "H", "H", "H", "H", "H", "H", "H", "H", "H", "H", "N", "C", "C", "C", "C", "C", "C", "N", "C", "C", "C", "S", "C", "N", "H", "H", "H", "H", "H", "H", "H", "O", "N", "C", "C", "C", "C", "C", "S", "H", "H", "H", "H"],
  "coordinates": [[-0.1452, -1.1078, 0.3124], [-1.6415, 2.2687, 3.5359], [-1.1648, 1.8795, 1.7182], [-2.8490, 1.9848, 0.7879], [-4.0748, 2.0947, 1.4551], [-5.2846, 2.1410, 0.7792], [-5.3124, 2.0960, -0.6086], [-4.1156, 1.9747, -1.2991], [-2.9053, 1.8924, -0.6143], [-1.3307, 1.6524, -1.5299], [-1.5150, -0.0028, -2.3169], [-2.6430, -0.8167, -2.2390], [-2.6945, -2.0144, -2.9385], [-1.6229, -2.4198, -3.7194], [-0.4788, -1.6357, -3.7763], [-0.4231, -0.4459, -3.0694], [-1.6545, 2.7387, -2.9766], [-2.0862, 2.3170, -4.2327], [-2.2749, 3.2332, -5.2602], [-2.0371, 4.5829, -5.0472], [-1.6001, 5.0122, -3.7995], [-1.4009, 4.0986, -2.7783], [-0.3717, 3.5287, 1.0901], [-1.0276, 4.7585, 1.0207], [-0.4038, 5.9029, 0.5391], [0.9143, 5.8308, 0.1091], [1.5903, 4.6175, 0.1595], [0.9547, 3.4715, 0.6378], [1.7637, 1.8015, 0.6934], [2.1944, 1.7250, 2.4782], [2.7929, 2.7935, 3.1430], [3.1089, 2.7070, 4.4918], [2.8198, 1.5463, 5.1956], [2.1937, 0.4884, 4.5506], [1.8695, 0.5775, 3.2040], [3.3888, 2.2057, -0.0795], [4.6427, 2.1085, 0.5234], [5.8075, 2.2904, -0.2137], [5.7457, 2.5834, -1.5661], [4.5043, 2.6751, -2.1844], [3.3475, 2.4712, -1.4531], [-2.3404, 3.1046, 3.6653], [-0.7280, 2.5139, 4.0861], [-2.0722, 1.3771, 3.9951], [-4.0836, 2.1412, 2.5379], [-6.2106, 2.2181, 1.3393], [-6.2520, 2.1404, -1.1472], [-4.1270, 1.9304, -2.3829], [-3.4683, -0.5337, -1.5999], [-3.5658, -2.6488, -2.8334], [-1.6570, -3.3692, -4.2389], [0.3833, -1.9675, -4.3413], [0.4869, 0.1462, -3.0843], [-2.2762, 1.2647, -4.4077], [-2.6123, 2.8856, -6.2299], [-2.1843, 5.2968, -5.8492], [-1.4021, 6.0631, -3.6236], [-1.0430, 4.4390, -1.8121], [-2.0630, 4.8157, 1.3457], [-0.9436, 6.8436, 0.4984], [1.4204, 6.7131, -0.2679], [2.6174, 4.5748, -0.1818], [3.0056, 3.7077, 2.5998], [3.5718, 3.5500, 4.9926], [3.0608, 1.4753, 6.2500], [1.9280, -0.4092, 5.0949], [1.2985, -0.2302, 2.7570], [4.7201, 1.8789, 1.5773], [6.7685, 2.1976, 0.2792], [6.6540, 2.7243, -2.1396], [4.4359, 2.8889, -3.2447], [2.3833, 2.5208, -1.9509], [1.8537, -5.5836, 0.0465], [0.6904, -6.0558, -0.5155], [0.2200, -7.3302, -0.7615], [-1.0554, -7.4510, -1.3246], [-1.8118, -6.3169, -1.6102], [-1.3361, -5.0344, -1.3590], [-0.0607, -4.8897, -0.8112], [0.6170, -3.7626, -0.4450], [1.7711, -4.1886, 0.1005], [2.8045, -3.4407, 0.6910], [3.9787, -3.9647, 1.2831], [4.9779, -2.6674, 1.8571], [3.7875, -1.5461, 1.2738], [2.7494, -2.0549, 0.7162], [2.5961, -6.1263, 0.4431], [0.8083, -8.2080, -0.5164], [-1.4589, -8.4367, -1.5256], [-2.8106, -6.4345, -2.0170], [-1.9565, -4.1636, -1.5199], [4.2323, -4.9929, 1.4762], [3.9290, -0.4804, 1.3872], [-0.6938, -1.8967, 2.5049], [-1.0689, -3.1393, 2.3691], [-0.2333, -4.0906, 2.8496], [-0.5138, -5.4289, 2.7731], [-1.7139, -5.8139, 2.1721], [-2.5436, -4.8437, 1.6716], [-2.2431, -3.4642, 1.7230], [-3.2404, -2.2718, 1.0194], [0.6717, -3.6714, 3.2639], [0.2027, -6.1450, 3.1508], [-1.9730, -6.8593, 2.0611], [-3.4624, -5.1066, 1.1672]],
  "lowdin_charge": [0.4535, -0.2611, 0.6255, -0.3075, -0.1036, -0.1038, -0.1089, -0.1155, -0.3783, 1.0912, -0.4203, -0.1051, -0.0951, -0.0994, -0.0826, -0.1292, -0.3542, -0.0933, -0.1038, -0.1184, -0.0966, -0.0866, -0.3385, -0.1108, -0.1241, -0.1173, -0.1093, -0.3958, 1.0192, -0.3888, -0.1054, -0.1039, -0.1078, -0.0758, -0.1084, -0.3791, -0.1010, -0.1006, -0.1172, -0.1008, -0.1254, 0.0029, 0.0027, 0.0137, 0.0814, 0.0895, 0.0866, 0.0973, 0.0863, 0.1046, 0.0995, 0.1003, 0.1032, 0.0996, 0.0923, 0.0873, 0.0950, 0.0865, 0.0996, 0.0874, 0.0870, 0.0885, 0.1043, 0.0900, 0.0891, 0.1038, 0.0763, 0.0917, 0.0938, 0.0879, 0.0945, 0.1021, 0.1463, -0.2209, -0.0651, -0.1518, -0.1328, -0.0416, -0.2513, 0.1073, -0.3038, -0.3753, -0.4372, 0.8582, -0.5112, 0.0225, 0.1261, 0.0884, 0.0738, 0.0862, 0.0819, 0.0161, 0.0418, -0.3326, -0.2516, -0.0536, -0.0945, -0.1097, -0.1346, -0.7426, 0.5183, 0.1284, 0.0913, 0.0944, 0.0884]
}

***

Most stable = #ii

***

#i
{
  "formula": "C3H10N2P",
  "method": "ωB97M-V with the def2-TZVPD basis set",
  "charge": 1,
  "e_homo_ha": -0.480,
  "multiplicity": 1,
  "symbols": ["C", "C", "C", "N", "N", "P", "H", "H", "H", "H", "H", "H", "H", "H", "H", "H"],
  "coordinates": [[0.8615, -1.6561, 1.1290], [-0.3558, -2.2995, 1.3711], [0.0950, 2.1950, -0.2768], [1.9621, -1.2961, 1.1889], [0.5708, -0.3753, -1.1559], [-0.5514, 0.7220, -1.0861], [-0.8365, -2.5976, 0.4378], [-1.0302, -1.6371, 1.9175], [-0.1777, -3.1992, 1.9707], [0.5402, 1.9255, 0.6801], [-0.6998, 2.9237, -0.1268], [0.8664, 2.6170, -0.9228], [2.7656, -0.7850, 0.8724], [-1.7271, 0.4250, -0.3744], [0.3594, -1.1136, -1.8159], [-1.1229, 1.1805, -2.2615]],
  "lowdin_charge": [-0.0918, 0.0017, -0.2521, 0.3524, -0.3087, 0.6551, 0.1173, 0.1226, 0.1308, 0.0397, 0.0515, 0.0545, 0.1487, -0.0112, -0.0123, 0.0018]
}

***

#ii
{
  "formula": "C3H10N2P",
  "method": "ωB97M-V with the def2-TZVPD basis set",
  "charge": 1,
  "e_homo_ha": -0.520,
  "multiplicity": 1,
  "symbols": ["C", "C", "C", "N", "N", "P", "H", "H", "H", "H", "H", "H", "H", "H", "H", "H"],
  "coordinates": [[-1.1104, 0.5246, 0.0838], [-2.2763, -0.3943, 0.1509], [2.8280, 0.5012, 0.6025], [-1.5511, 1.7484, 0.4188], [0.0769, 0.0889, -0.0662], [1.4632, 0.8022, -0.3566], [-2.8694, 0.0043, 0.9672], [-2.0729, -1.4367, 0.0675], [-2.7169, -0.1269, -0.7413], [2.8303, 0.6427, 1.6528], [3.6793, 1.0084, 0.1720], [1.2137, -1.1391, -2.5846], [-2.5096, 1.7682, 0.8814], [-1.0198, 2.5383, 0.5541], [0.9873, -1.0554, -1.7949], [1.6531, 0.6161, -1.8157]],
  "lowdin_charge": [-0.4871, 0.0217, -0.1266, 0.1763, -0.1524, 0.9148, 0.0975, 0.0995, 0.0796, 0.0174, 0.0198, 0.0826, 0.1620, 0.0840, 0.0042, 0.0067]
}

***

Most stable = #i